[1]
{"formula": "C27H63N9O9", "method": "ωB97M-V/def2-TZVPD", "species": ["C", "O", "N", "C", "C", "H", "H", "H", "H", "H", "H", "H", "C", "O", "N", "C", "C", "H", "H", "H", "H", "H", "H", "H", "C", "O", "N", "C", "C", "H", "H", "H", "H", "H", "H", "H", "C", "O", "N", "C", "C", "H", "H", "H", "H", "H", "H", "H", "C", "O", "N", "C", "C", "H", "H", "H", "H", "H", "H", "H", "C", "O", "N", "C", "C", "H", "H", "H", "H", "H", "H", "H", "C", "O", "N", "C", "C", "H", "H", "H", "H", "H", "H", "H", "C", "O", "N", "C", "C", "H", "H", "H", "H", "H", "H", "H", "C", "O", "N", "C", "C", "H", "H", "H", "H", "H", "H", "H"], "positions_angstrom": [[-15.591, -14.612, -23.842], [-16.443, -14.608, -22.921], [-15.693, -15.285, -25.044], [-14.833, -15.030, -26.148], [-16.805, -16.238, -25.366], [-14.735, -13.922, -23.898], [-14.377, -16.005, -26.323], [-14.022, -14.321, -25.981], [-15.412, -14.644, -26.987], [-16.428, -17.260, -25.369], [-17.478, -16.420, -24.528], [-17.463, -16.100, -26.225], [-11.910, -11.833, -25.063], [-12.683, -12.400, -24.332], [-12.102, -10.629, -25.697], [-11.133, -9.857, -26.375], [-13.352, -9.900, -25.347], [-10.941, -12.294, -25.309], [-10.199, -10.233, -26.794], [-10.819, -9.042, -25.722], [-11.438, -9.292, -27.256], [-14.172, -10.608, -25.231], [-13.361, -9.418, -24.369], [-13.725, -9.177, -26.072], [-17.595, -9.869, -16.450], [-18.077, -10.220, -17.540], [-18.255, -9.796, -15.300], [-19.756, -10.051, -15.202], [-17.594, -9.873, -14.013], [-16.580, -9.490, -16.252], [-20.141, -9.800, -16.190], [-20.161, -9.368, -14.455], [-20.087, -11.080, -15.064], [-16.706, -9.250, -14.123], [-18.097, -9.364, -13.191], [-17.381, -10.913, -13.767], [-15.274, -15.508, -15.475], [-15.642, -16.039, -14.433], [-15.455, -14.243, -15.756], [-14.940, -13.688, -17.043], [-15.918, -13.162, -14.796], [-14.797, -16.021, -16.324], [-13.965, -13.219, -16.903], [-15.732, -13.084, -17.485], [-14.704, -14.471, -17.763], [-15.198, -12.350, -14.694], [-16.873, -12.742, -15.111], [-16.057, -13.581, -13.800], [-11.284, -8.046, -15.158], [-10.518, -7.063, -15.387], [-11.377, -9.165, -15.897], [-12.379, -10.111, -15.692], [-10.862, -9.134, -17.335], [-12.042, -7.975, -14.362], [-13.207, -9.968, -16.387], [-12.731, -10.102, -14.660], [-12.059, -11.084, -16.064], [-9.977, -8.524, -17.515], [-10.490, -10.151, -17.465], [-11.588, -8.728, -18.039], [-12.906, -5.970, -20.739], [-12.390, -5.225, -21.644], [-12.749, -7.256, -20.657], [-11.791, -8.096, -21.383], [-13.692, -8.023, -19.826], [-13.546, -5.526, -19.961], [-11.618, -7.672, -22.372], [-12.080, -9.146, -21.422], [-10.784, -8.184, -20.975], [-14.313, -8.704, -20.409], [-13.231, -8.633, -19.049], [-14.385, -7.407, -19.253], [-16.565, -6.416, -17.340], [-16.105, -7.522, -17.739], [-15.797, -5.499, -16.692], [-16.251, -4.164, -16.534], [-14.319, -5.786, -16.508], [-17.538, -5.996, -17.640], [-15.548, -3.645, -17.187], [-16.243, -3.836, -15.495], [-17.283, -3.931, -16.795], [-13.662, -5.303, -17.231], [-13.956, -5.431, -15.543], [-14.054, -6.843, -16.479], [-11.969, -16.254, -20.390], [-12.091, -17.232, -19.671], [-12.547, -16.088, -21.592], [-12.208, -14.939, -22.357], [-13.543, -16.953, -22.242], [-11.144, -15.534, -20.276], [-11.629, -14.199, -21.805], [-13.146, -14.460, -22.639], [-11.696, -15.169, -23.292], [-13.194, -17.311, -23.211], [-13.836, -17.688, -21.492], [-14.437, -16.339, -22.343], [-14.807, -10.917, -18.978], [-13.763, -11.081, -18.474], [-15.166, -11.489, -20.203], [-14.408, -12.542, -20.850], [-16.392, -10.983, -20.776], [-15.604, -10.233, -18.649], [-13.492, -12.791, -20.314], [-14.257, -12.185, -21.869], [-15.132, -13.346, -20.720], [-17.074, -11.722, -21.196], [-16.942, -10.279, -20.152], [-16.107, -10.508, -21.715]], "homo_energy_ev": -8.8, "homo_lumo_gap_ev": 9.12, "total_charge": 0, "e_tot_ev": -60855.5007, "e_above_lowest_ev": 9.194, "lumo_ev": 0.30}



[2]
{"formula": "C13H20O4", "method": "ωB97M-V/def2-TZVPD", "species": ["O", "O", "O", "O", "C", "C", "C", "C", "C", "C", "C", "C", "C", "C", "C", "C", "C", "H", "H", "H", "H", "H", "H", "H", "H", "H", "H", "H", "H", "H", "H", "H", "H", "H", "H", "H", "H"], "positions_angstrom": [[-0.781, 3.083, 0.868], [1.439, 2.940, 1.077], [0.414, -0.405, 2.357], [1.306, -2.266, 1.260], [0.286, -1.497, -1.265], [1.481, -0.917, -1.126], [1.600, -0.253, 3.169], [0.555, -3.309, 1.894], [0.577, 1.644, -1.464], [-0.213, 4.331, 0.363], [1.238, 4.155, 0.344], [0.251, 2.154, 1.057], [-1.086, 0.195, -0.161], [0.619, -1.010, 1.054], [-0.522, -1.235, 0.003], [1.266, -0.073, 0.115], [0.249, 1.046, -0.097], [-0.038, -2.018, -2.160], [2.312, -0.940, -1.757], [2.489, -0.742, 2.869], [1.541, -0.320, 4.217], [1.771, 0.807, 3.156], [1.117, -4.173, 2.180], [0.052, -2.972, 2.850], [-0.275, -3.543, 1.205], [0.092, 0.991, -2.219], [1.703, 1.678, -1.663], [0.172, 2.694, -1.508], [-0.343, 5.189, 1.010], [-0.645, 4.378, -0.651], [1.821, 4.935, 0.884], [1.614, 4.109, -0.621], [0.151, 1.562, 1.995], [-1.751, 0.232, -1.120], [-1.713, 0.650, 0.660], [-1.351, -1.907, 0.321], [2.181, 0.386, 0.483]], "homo_energy_ev": -9.0, "homo_lumo_gap_ev": 9.90, "total_charge": 0, "e_tot_ev": -21990.8834, "e_above_lowest_ev": 4.116, "lumo_ev": 0.89}